A | ORCA calculation (ωB97M-V/def2-TZVPD) on the molecule C7H12.

Bonds (Å) are listed after each position.
CARTESIAN COORDINATES (ANGSTROEM)
1 C 1.415 1.222 -1.104  C2 1.326, H8 1.079, H9 1.090
2 C 1.123 0.134 -0.404  C1 1.326, C3 1.512, C4 1.489
3 C 2.168 -0.807 0.151  C2 1.512, H10 1.093, H11 1.086, H12 1.088
4 C -0.300 -0.155 -0.077  C2 1.489, C5 1.511, C6 1.343
5 C -0.834 -1.529 -0.409  C4 1.511, H13 1.093, H14 1.089, H15 1.091
6 C -0.952 0.708 0.719  C4 1.343, C7 1.506, H16 1.085
7 C -2.438 0.746 0.956  C6 1.506, H17 1.081, H18 1.092, H19 1.091
8 H 0.714 1.867 -1.611  C1 1.079
9 H 2.446 1.368 -1.427  C1 1.090
10 H 2.686 -0.257 0.942  C3 1.093
11 H 2.870 -1.127 -0.614  C3 1.086
12 H 1.710 -1.649 0.665  C3 1.088
13 H -1.924 -1.448 -0.418  C5 1.093
14 H -0.607 -2.287 0.338  C5 1.089
15 H -0.533 -1.847 -1.408  C5 1.091
16 H -0.387 1.317 1.418  C6 1.085
17 H -2.935 0.213 0.157  C7 1.081
18 H -2.809 1.771 0.903  C7 1.092
19 H -2.680 0.416 1.968  C7 1.091

SMILES: C=C(C)/C(C)=C/C
Orbital gap: 9.6 eV
Highest occupied orbital energy: -8.53 eV

These are the natural (NBO) partial charges, in e, on atoms 1 to 8: number 1, C, carries -0.40; number 2, C, carries 0.00; number 3, C, carries -0.65; number 4, C, carries -0.04; number 5, C, carries -0.65; number 6, C, carries -0.17; number 7, C, carries -0.65; number 8, H, carries 0.21


B | ORCA calculation (ωB97M-V/def2-TZVPD) on the molecule C7H12.

Bonds (Å) are listed after each position.
CARTESIAN COORDINATES (ANGSTROEM)
1 C -2.255 0.227 0.160  C2 1.531, H8 1.013, H9 1.055, H10 1.066
2 C -0.859 -0.366 -0.050  C1 1.531, C3 1.635, C6 1.584, H11 1.058
3 C 0.437 -0.750 0.870  C2 1.635, C4 1.580, C7 1.503, H12 1.180
4 C 1.164 0.640 1.050  C3 1.580, C5 1.697, H13 1.157, H14 1.113
5 C 0.889 1.232 -0.517  C4 1.697, C6 1.531, H15 1.072, H16 1.033
6 C 0.320 -0.078 -1.068  C2 1.584, C5 1.531, C7 1.501, H17 1.108
7 C 1.064 -1.207 -0.417  C3 1.503, C6 1.501, H18 1.137, H19 1.064
8 H -2.738 -0.142 0.971  C1 1.013
9 H -2.356 1.277 0.127  C1 1.055
10 H -2.799 0.011 -0.731  C1 1.066
11 H -1.232 -1.342 -0.217  C2 1.058
12 H 0.147 -1.499 1.736  C3 1.180
13 H 0.875 1.195 2.023  C4 1.157
14 H 2.268 0.495 1.015  C4 1.113
15 H 1.629 1.554 -1.224  C5 1.072
16 H 0.278 2.061 -0.440  C5 1.033
17 H 0.225 0.024 -2.167  C6 1.108
18 H 2.197 -1.183 -0.326  C7 1.137
19 H 0.746 -2.149 -0.794  C7 1.064

SMILES: C[C@@H]1[C@@H]2CC[C@H]1C2
Orbital gap: 10.9 eV
Highest occupied orbital energy: -9.79 eV

These are the natural (NBO) partial charges, in e, on atoms 1 to 8: number 1, C, carries -0.61; number 2, C, carries -0.20; number 3, C, carries -0.21; number 4, C, carries -0.42; number 5, C, carries -0.40; number 6, C, carries -0.22; number 7, C, carries -0.41; number 8, H, carries 0.21


C | ORCA calculation (ωB97M-V/def2-TZVPD) on the molecule C7H12.

Bonds (Å) are listed after each position.
CARTESIAN COORDINATES (ANGSTROEM)
1 C -0.026 -2.460 -0.291  C2 1.333, H8 1.084, H9 1.080
2 C -0.172 -1.453 -1.153  C1 1.333, C3 1.472, H10 1.089
3 C -0.522 -0.116 -0.644  C2 1.472, C4 1.343, C6 1.528
4 C -1.574 0.189 0.132  C3 1.343, C5 1.533, H11 1.086
5 C -1.432 1.048 1.395  C4 1.533, H12 1.089, H13 1.087, H14 1.086
6 C 0.567 0.939 -0.837  C3 1.528, C7 1.516, H15 1.077, H16 1.097
7 C 1.797 0.851 0.044  C6 1.516, H17 1.104, H18 1.089, H19 1.096
8 H 0.376 -3.392 -0.670  C1 1.084
9 H -0.215 -2.392 0.770  C1 1.080
10 H 0.402 -1.474 -2.078  C2 1.089
11 H -2.591 -0.149 -0.042  C4 1.086
12 H -1.592 2.109 1.209  C5 1.089
13 H -2.132 0.581 2.083  C5 1.087
14 H -0.425 0.884 1.768  C5 1.086
15 H 0.105 1.910 -0.878  C6 1.077
16 H 0.941 0.766 -1.854  C6 1.097
17 H 1.965 -0.199 0.341  C7 1.104
18 H 2.765 1.133 -0.368  C7 1.089
19 H 1.762 1.225 1.073  C7 1.096

SMILES: C=C/C(=C/C)CC
Orbital gap: 9.2 eV
Highest occupied orbital energy: -8.20 eV

These are the natural (NBO) partial charges, in e, on atoms 1 to 8: number 1, C, carries -0.36; number 2, C, carries -0.22; number 3, C, carries -0.03; number 4, C, carries -0.17; number 5, C, carries -0.65; number 6, C, carries -0.44; number 7, C, carries -0.63; number 8, H, carries 0.19


D | ORCA calculation (ωB97M-V/def2-TZVPD) on the molecule C7H12.

Bonds (Å) are listed after each position.
CARTESIAN COORDINATES (ANGSTROEM)
1 C -0.152 -1.691 -1.823  C2 1.325, H8 1.105, H9 1.119
2 C 0.095 -1.300 -0.582  C1 1.325, C3 1.575, C4 1.597
3 C 0.440 -2.119 0.719  C2 1.575, H10 1.221, H11 1.205, H12 1.046
4 C -0.354 0.148 -0.082  C2 1.597, C5 1.355, C6 1.483
5 C -1.456 0.453 0.646  C4 1.355, H13 1.144, H14 1.129
6 C 0.698 1.170 -0.297  C4 1.483, C7 1.505, H15 1.081, H16 1.151
7 C 0.366 2.549 0.209  C6 1.505, H17 1.073, H18 1.126, H19 1.097
8 H 0.191 -2.740 -1.880  C1 1.105
9 H -0.751 -1.115 -2.573  C1 1.119
10 H 1.002 -1.512 1.616  C3 1.221
11 H -0.514 -2.736 1.121  C3 1.205
12 H 1.074 -2.919 0.492  C3 1.046
13 H -1.857 -0.193 1.500  C5 1.144
14 H -2.108 1.374 0.609  C5 1.129
15 H 1.141 1.061 -1.277  C6 1.081
16 H 1.602 0.788 0.305  C6 1.151
17 H 0.441 2.493 1.278  C7 1.073
18 H -0.723 2.796 0.064  C7 1.126
19 H 0.865 3.492 -0.046  C7 1.097

SMILES: C=C(C)C(=C)CC
Orbital gap: 9.2 eV
Highest occupied orbital energy: -8.27 eV

These are the natural (NBO) partial charges, in e, on atoms 1 to 8: number 1, C, carries -0.43; number 2, C, carries 0.01; number 3, C, carries -0.66; number 4, C, carries 0.02; number 5, C, carries -0.46; number 6, C, carries -0.45; number 7, C, carries -0.62; number 8, H, carries 0.21


The most stable arrangement is A, and the next structure is 20.4 kcal/mol less stable.